Version w
Below is a gas-phase ion, C3H8NO (charge +1), with properties calculated with ωB97M-V/def2-TZVPD.

Last column: natural (NBO) charge in e.
Positions of all 13 atoms, in Å:
C -1.66 0.37 0.28  -0.3896
N -0.28 -0.27 0.41  -0.3648
C 0.35 -0.89 -0.72  -0.2451
C 0.87 0.39 -0.14  0.2384
O 2.24 0.03 0.67  -0.7031
H -2.34 0.03 1.10  0.2531
H -1.60 1.35 0.36  0.2243
H -2.03 0.08 -0.66  0.2315
H -0.27 -0.75 1.30  0.4765
H 0.07 -0.70 -1.74  0.2559
H 0.94 -1.70 -0.58  0.2601
H 0.76 1.35 -0.68  0.2506
H 2.96 0.70 0.42  0.5122

Calculated values
Net charge: +1
E_HOMO, eV: -15.52
Gap between HOMO and LUMO, eV: 12.29
SMILES: C[N@H+]1C[C@@H]1O


Version x
Below is 2 unconnected molecules or ions with the total composition C3H8NO, with properties calculated with ωB97M-V/def2-TZVPD.

Last column: natural (NBO) charge in e.
Positions of all 13 atoms, in Å:
C 1.27 2.18 -1.15  -0.5030
C -0.41 -1.88 0.92  0.1758
C 0.64 0.98 -1.21  0.1287
N -1.62 -1.54 1.13  -0.5862
O 0.08 0.47 -0.11  -0.7161
H 1.18 2.78 -0.27  0.1979
H 1.71 2.69 -2.05  0.2456
H 0.04 -2.11 -0.09  0.2622
H 0.28 -2.06 1.83  0.2482
H 0.58 0.28 -2.00  0.1889
H -1.91 -1.05 1.91  0.4334
H -2.31 -1.83 0.52  0.4311
H 0.48 1.07 0.56  0.4936

Calculated values
Net charge: +1
E_HOMO, eV: -12.60
Gap between HOMO and LUMO, eV: 6.88


Most stable = version x


Version w
Below is C11H15ClN2 in the gas phase, with properties calculated with ωB97M-V/def2-TZVPD.

Last column: natural (NBO) charge in e.
Positions of all 29 atoms, in Å:
Cl -3.10 -3.46 1.79  -0.0537
C -1.69 -2.36 1.45  0.2139
C -0.40 -2.58 2.09  -0.2394
C 0.66 -1.78 1.55  -0.2006
C 0.40 -1.04 0.39  -0.0449
C 1.30 0.01 -0.51  -0.2454
N 0.42 1.03 -1.13  -0.5851
C 1.39 1.83 -1.84  -0.0666
C 0.85 3.07 -2.55  -0.4478
C 0.92 4.28 -1.49  -0.4118
C 1.95 3.65 -0.40  -0.4779
C 2.52 2.40 -0.85  -0.4381
C -0.79 -1.07 -0.25  0.0092
N -1.77 -1.69 0.32  -0.4222
H -0.26 -3.29 2.97  0.2413
H 1.60 -2.04 1.99  0.2278
H 1.57 -0.65 -1.37  0.1964
H 2.37 0.37 0.03  0.1872
H 0.57 1.71 -0.15  0.3425
H 1.71 1.08 -2.50  0.1903
H 1.53 3.32 -3.38  0.2250
H -0.16 2.67 -2.73  0.2402
H 1.50 5.22 -2.11  0.2027
H -0.10 4.98 -1.03  0.2375
H 1.34 3.65 0.67  0.2138
H 2.74 4.37 -0.35  0.2355
H 2.78 1.59 0.02  0.2085
H 3.54 2.39 -1.53  0.2249
H -1.22 -0.48 -0.96  0.2368

Calculated values
Net charge: 0
E_HOMO, eV: -9.19
Gap between HOMO and LUMO, eV: 9.76
SMILES: Clc1ccc(CNC2CCCC2)cn1


Version x
Below is C11H15ClN2 in the gas phase, with properties calculated with ωB97M-V/def2-TZVPD.

Last column: natural (NBO) charge in e.
Positions of all 29 atoms, in Å:
Cl -3.61 4.77 -2.12  -0.0114
C -2.93 3.23 -1.67  0.1771
C -3.59 2.47 -0.75  -0.2723
C -2.95 1.29 -0.26  -0.1402
C -1.80 0.85 -0.88  -0.1072
C -1.08 -0.39 -0.41  -0.2045
N 0.33 -0.47 -0.61  -0.6256
C 1.24 -1.55 -0.26  -0.0619
C 2.68 -1.16 -0.16  -0.4003
C 2.97 -0.54 1.28  -0.4016
C 1.81 -1.27 2.00  -0.4485
C 1.03 -2.29 1.11  -0.4434
C -1.29 1.76 -1.79  0.0451
N -1.78 2.97 -2.15  -0.4092
H -4.74 2.62 -0.57  0.2409
H -3.61 0.72 0.51  0.2283
H -1.55 -1.26 -0.87  0.2177
H -1.19 -0.25 0.81  0.1627
H 0.78 0.42 -0.09  0.3483
H 1.24 -2.27 -1.01  0.1953
H 3.33 -2.09 -0.17  0.2142
H 3.07 -0.47 -0.96  0.2252
H 3.99 -0.66 1.61  0.2220
H 2.67 0.62 1.19  0.1815
H 1.29 -0.74 2.80  0.2218
H 2.30 -1.94 2.80  0.2008
H 0.09 -2.55 1.57  0.2259
H 1.71 -3.20 1.33  0.2148
H -0.42 1.40 -2.28  0.2044

Calculated values
Net charge: 0
E_HOMO, eV: -8.75
Gap between HOMO and LUMO, eV: 9.33
SMILES: Clc1ccc(CNC2CCCC2)cn1


Most stable = version x


Version w
Below is 2 unconnected molecules or ions with the total composition C21H18Br2N, with properties calculated with ωB97M-V/def2-TZVPD.

Last column: natural (NBO) charge in e.
Positions of all 42 atoms, in Å:
Br 4.48 -1.60 -5.13  0.1466
C 3.18 -1.43 -3.78  -0.0125
C 1.90 -0.92 -4.07  -0.2520
C 0.98 -0.72 -3.05  -0.1272
C 1.29 -1.04 -1.71  -0.0812
C 0.32 -0.93 -0.66  0.0537
C 0.41 -1.66 0.51  -0.3340
C -0.55 -1.58 1.51  0.0822
C -0.36 -2.14 2.81  -0.1650
C -1.43 -2.23 3.74  -0.1031
C -1.21 -2.69 5.04  -0.2503
C 0.08 -3.09 5.44  -0.0087
Br 0.40 -3.66 7.20  0.1550
C 1.14 -3.05 4.52  -0.2490
C 0.93 -2.58 3.23  -0.1109
C 2.60 -1.54 -1.43  -0.1419
C 3.52 -1.75 -2.45  -0.2517
H 1.65 -0.69 -5.10  0.2477
H -0.01 -0.32 -3.27  0.2388
H -0.56 -0.32 -0.82  0.2700
H 1.24 -2.36 0.62  0.2172
H -1.50 -1.09 1.28  0.2292
H -2.43 -1.93 3.42  0.2322
H -2.03 -2.74 5.75  0.2494
H 2.14 -3.37 4.81  0.2475
H 1.76 -2.52 2.53  0.2214
H 2.87 -1.78 -0.40  0.2191
H 4.51 -2.14 -2.21  0.2460
C -2.47 5.61 -1.45  -0.6434
C -1.99 4.19 -1.35  0.0459
C -0.70 3.91 -0.88  -0.2407
C -0.27 2.57 -0.79  0.0408
N -1.06 1.55 -1.14  -0.5049
C -2.29 1.81 -1.59  0.0419
C -2.79 3.10 -1.72  -0.2520
H -3.49 5.65 -1.84  0.2258
H -2.45 6.11 -0.47  0.2361
H -1.83 6.20 -2.12  0.2369
H 0.00 4.69 -0.57  0.2272
H 0.73 2.32 -0.44  0.1939
H -2.89 0.94 -1.87  0.1950
H -3.81 3.24 -2.09  0.2291

Calculated values
Net charge: +1
E_HOMO, eV: -11.63
Gap between HOMO and LUMO, eV: 6.15


Version x
Below is 2 unconnected molecules or ions with the total composition C21H18Br2N, with properties calculated with ωB97M-V/def2-TZVPD.

Last column: natural (NBO) charge in e.
Positions of all 42 atoms, in Å:
Br -6.63 1.32 1.64  0.1472
C -5.03 0.44 2.15  -0.0269
C -5.02 -0.94 2.40  -0.2483
C -3.81 -1.60 2.61  -0.1237
C -2.58 -0.90 2.56  -0.0901
C -1.30 -1.55 2.51  0.1232
C -0.08 -0.83 2.42  -0.3456
C 1.19 -1.39 2.52  0.0507
C 2.42 -0.67 2.34  -0.1820
C 3.65 -1.38 2.23  -0.1103
C 4.86 -0.73 2.03  -0.2450
C 4.91 0.67 1.95  -0.0374
Br 6.55 1.55 1.69  0.1446
C 3.71 1.41 2.04  -0.2607
C 2.49 0.75 2.23  -0.0693
C -2.65 0.52 2.54  -0.1337
C -3.85 1.18 2.30  -0.2526
H -5.96 -1.49 2.38  0.2468
H -3.81 -2.67 2.83  0.2345
H -1.27 -2.62 2.25  0.2309
H -0.15 0.24 2.23  0.2169
H 1.27 -2.47 2.72  0.2217
H 3.62 -2.47 2.31  0.2253
H 5.78 -1.30 1.93  0.2465
H 3.75 2.49 1.98  0.2442
H 1.58 1.35 2.32  0.2080
H -1.76 1.12 2.69  0.2175
H -3.87 2.26 2.19  0.2452
C -2.11 -5.61 7.82  -0.6459
C -1.95 -4.72 6.62  0.0501
C -1.89 -3.33 6.75  -0.2339
C -1.74 -2.53 5.60  0.0453
N -1.66 -3.04 4.36  -0.4580
C -1.71 -4.38 4.24  0.0307
C -1.86 -5.24 5.33  -0.2382
H -2.14 -6.66 7.53  0.2271
H -1.29 -5.49 8.54  0.2397
H -3.04 -5.40 8.37  0.2402
H -1.96 -2.85 7.72  0.2319
H -1.67 -1.44 5.70  0.2039
H -1.63 -4.79 3.24  0.1977
H -1.90 -6.31 5.15  0.2316

Calculated values
Net charge: +1
E_HOMO, eV: -11.53
Gap between HOMO and LUMO, eV: 6.32


Most stable = version w


Version w
Below is C22H32N2O2 in the gas phase, with properties calculated with ωB97M-V/def2-TZVPD.

Last column: natural (NBO) charge in e.
Positions of all 58 atoms, in Å:
C -1.32 -0.11 3.29  -0.6186
C -0.88 0.43 1.94  -0.0423
C -1.47 -0.37 0.77  -0.4209
C -2.96 -0.19 0.63  -0.0131
C -3.47 0.97 0.06  -0.2121
C -4.84 1.16 -0.05  -0.2258
C -5.71 0.18 0.39  0.0527
C -5.21 -0.99 0.96  -0.0298
C -3.84 -1.17 1.09  -0.2204
C -6.33 -1.88 1.43  -0.4159
C -7.60 -1.25 0.82  -0.3927
C -7.22 0.19 0.41  -0.4419
N 0.56 0.44 1.88  -0.6148
C 1.28 1.19 1.01  0.6609
O 0.76 1.93 0.18  -0.6422
C 2.80 0.99 1.09  0.1522
O 3.19 0.90 2.45  -0.7148
C 3.26 -0.20 0.24  -0.4180
C 3.86 0.78 -0.80  -0.0155
C 5.34 0.55 -1.11  -0.3884
C 5.55 -0.64 -2.04  -0.4142
C 4.75 -0.51 -3.33  -0.0483
N 4.94 -1.61 -4.26  -0.8232
C 3.27 -0.31 -3.01  -0.4033
C 3.04 0.88 -2.08  -0.4062
C 3.59 1.94 0.19  -0.4193
H -2.41 -0.12 3.36  0.2301
H -0.97 -1.13 3.44  0.2007
H -0.95 0.52 4.10  0.2152
H -1.23 1.46 1.85  0.2100
H -1.00 -0.04 -0.16  0.2324
H -1.22 -1.43 0.88  0.2028
H -2.79 1.73 -0.30  0.2187
H -5.22 2.08 -0.50  0.2097
H -3.45 -2.08 1.55  0.2063
H -6.20 -2.92 1.11  0.2139
H -6.39 -1.88 2.52  0.2082
H -7.89 -1.81 -0.07  0.2026
H -8.44 -1.28 1.50  0.2088
H -7.59 0.91 1.15  0.2089
H -7.66 0.46 -0.55  0.2147
H 1.09 -0.07 2.57  0.4119
H 3.19 1.79 2.82  0.4745
H 4.01 -0.81 0.76  0.2250
H 2.47 -0.86 -0.13  0.2116
H 5.75 1.46 -1.57  0.2008
H 5.89 0.41 -0.18  0.2062
H 6.62 -0.74 -2.27  0.2040
H 5.25 -1.56 -1.52  0.1917
H 5.09 0.41 -3.82  0.1752
H 5.91 -1.89 -4.28  0.3519
H 4.42 -2.42 -3.94  0.3476
H 2.71 -0.17 -3.94  0.2216
H 2.87 -1.22 -2.54  0.1871
H 1.98 0.97 -1.85  0.2318
H 3.31 1.81 -2.60  0.2031
H 3.03 2.79 -0.22  0.2368
H 4.49 2.32 0.68  0.2120

Calculated values
Net charge: 0
E_HOMO, eV: -8.57
Gap between HOMO and LUMO, eV: 9.24


Version x
Below is C22H32N2O2 in the gas phase, with properties calculated with ωB97M-V/def2-TZVPD.

Last column: natural (NBO) charge in e.
Positions of all 58 atoms, in Å:
C -0.23 -1.48 1.12  -0.6193
C -0.09 -0.15 0.40  -0.0412
C 0.19 1.02 1.37  -0.4207
C 1.56 0.93 1.98  -0.0186
C 2.68 1.25 1.22  -0.2114
C 3.96 1.15 1.74  -0.2005
C 4.13 0.71 3.04  -0.0433
C 3.03 0.39 3.81  0.0687
C 1.75 0.49 3.29  -0.2379
C 3.44 -0.08 5.19  -0.4420
C 4.93 0.33 5.27  -0.3890
C 5.41 0.51 3.81  -0.4256
N -1.29 0.12 -0.37  -0.6216
C -1.29 1.00 -1.40  0.6639
O -0.30 1.61 -1.76  -0.6457
C -2.67 1.22 -2.03  0.1599
O -3.50 0.08 -1.88  -0.7176
C -3.35 2.48 -1.46  -0.4206
C -3.12 3.22 -2.81  -0.0205
C -4.38 3.79 -3.45  -0.3900
C -4.87 5.02 -2.70  -0.4142
C -3.79 6.10 -2.63  -0.0469
N -4.19 7.32 -1.92  -0.8248
C -2.52 5.54 -2.01  -0.4050
C -2.04 4.29 -2.74  -0.4006
C -2.63 1.88 -3.42  -0.4244
H 0.66 -1.69 1.70  0.2305
H -1.08 -1.45 1.80  0.2004
H -0.39 -2.29 0.41  0.2139
H 0.74 -0.20 -0.31  0.2123
H 0.10 1.94 0.80  0.2321
H -0.58 1.02 2.14  0.2019
H 2.54 1.61 0.20  0.2185
H 4.82 1.42 1.13  0.2108
H 0.88 0.24 3.90  0.2036
H 2.84 0.38 5.98  0.2140
H 3.32 -1.16 5.28  0.2084
H 5.02 1.28 5.80  0.2034
H 5.53 -0.40 5.82  0.2091
H 5.93 -0.38 3.45  0.2094
H 6.10 1.34 3.70  0.2151
H -2.14 -0.40 -0.20  0.4173
H -3.20 -0.60 -2.50  0.4732
H -4.41 2.28 -1.25  0.2261
H -2.89 2.92 -0.57  0.2145
H -4.17 4.05 -4.49  0.2020
H -5.16 3.02 -3.46  0.2061
H -5.77 5.43 -3.17  0.2049
H -5.15 4.75 -1.67  0.1928
H -3.55 6.39 -3.66  0.1757
H -5.15 7.56 -2.15  0.3519
H -4.17 7.15 -0.92  0.3473
H -1.75 6.30 -2.00  0.2219
H -2.74 5.29 -0.96  0.1863
H -1.15 3.88 -2.26  0.2375
H -1.75 4.56 -3.76  0.2001
H -1.64 1.90 -3.89  0.2346
H -3.36 1.43 -4.09  0.2134

Calculated values
Net charge: 0
E_HOMO, eV: -8.54
Gap between HOMO and LUMO, eV: 9.17


Most stable = version x